# 1
Density functional theory data (ωB97M-V/def2-TZVPD) for a 10-piece molecular cluster, C8H38N2O10 overall.

Structure (XYZ):
```
58
Properties=species:S:1:pos:R:3:lowdin_charge:R:1
C 3.397 -0.077 1.590 -0.0489
C 4.244 0.379 0.417 -0.4365
C 5.446 -0.577 0.161 -0.1925
O 6.331 -0.668 1.264 -0.1867
C 7.316 -1.670 1.162 -0.1014
N 3.362 0.479 -0.701 0.0387
H 2.432 0.431 1.587 0.0607
H 3.964 0.108 2.503 0.0948
H 3.170 -1.142 1.550 0.0790
H 4.618 1.364 0.697 0.1403
H 6.063 -0.189 -0.649 0.1224
H 5.119 -1.566 -0.160 0.1216
H 8.068 -1.389 0.425 0.0872
H 6.840 -2.625 0.936 0.0881
H 7.894 -1.753 2.083 0.0917
H 3.007 -0.444 -0.910 0.0828
H 3.998 0.648 -1.467 0.0926
C -6.904 -2.652 -1.857 -0.0089
C -6.499 -1.247 -1.440 -0.3181
C -4.977 -1.012 -1.155 -0.1592
O -4.642 -1.615 0.073 -0.1459
C -3.251 -1.539 0.401 -0.0545
N -6.822 -0.362 -2.541 0.3392
H -6.639 -3.402 -1.111 0.1062
H -6.256 -2.932 -2.687 0.0953
H -7.954 -2.695 -2.145 0.0995
H -7.026 -1.012 -0.516 0.1653
H -4.881 0.070 -1.065 0.1345
H -4.403 -1.436 -1.979 0.1468
H -2.657 -2.251 -0.171 0.0950
H -3.150 -1.769 1.461 0.1056
H -2.883 -0.513 0.415 0.0890
H -6.072 -0.198 -3.197 0.1578
H -6.984 0.563 -2.170 0.1563
O -0.568 1.409 -1.907 -0.0203
H -1.312 1.932 -1.608 0.0636
H -0.386 1.732 -2.790 0.0829
O 0.298 -1.455 0.316 -0.0323
H 0.290 -2.048 1.067 0.0795
H 1.154 -1.594 -0.091 0.0512
O 1.493 2.549 -0.041 -0.0474
H 2.319 2.082 -0.170 0.0160
H 1.107 2.600 -0.915 0.0473
O -2.109 3.291 1.208 -0.0533
H -2.191 3.316 0.255 0.0027
H -1.599 2.501 1.385 -0.0345
O -0.501 1.201 1.121 -0.0645
H -0.590 0.360 0.675 0.0142
H 0.164 1.671 0.617 -0.0109
O 0.827 1.836 3.677 -0.0586
H 0.204 1.780 2.952 -0.0160
H 1.552 2.358 3.330 -0.0184
O 2.687 3.591 2.289 -0.0325
H 3.580 3.301 2.104 0.0412
H 2.206 3.414 1.481 -0.0035
O -0.726 -1.227 -2.252 -0.0750
H -0.579 -1.616 -1.389 -0.0255
H -0.590 -0.289 -2.119 -0.0439
```

multiplicity	2
lowest unoccupied orbital energy (alpha / beta)	-3.3877 / -9.0914	eV
net charge	+1



# 2
Density functional theory data (ωB97M-V/def2-TZVPD) for a 11-piece molecular cluster, C8H38O11 overall.

Structure (XYZ):
```
57
Properties=species:S:1:pos:R:3:lowdin_charge:R:1
C 1.001 0.070 1.239 -0.0837
C 0.032 0.266 0.115 -0.2851
O -0.954 1.265 0.405 -0.1031
H 1.738 0.865 1.326 0.0680
H 1.464 -0.900 1.056 0.0799
H 0.574 -0.100 2.231 0.0797
H -0.598 -0.627 -0.038 0.0958
H 0.479 0.419 -0.873 0.1032
H -1.518 1.357 -0.373 0.0542
C -0.740 -2.991 -2.978 -0.0865
C -1.997 -2.437 -3.615 -0.2894
O -1.775 -1.072 -4.038 -0.1014
H 0.040 -3.118 -3.730 0.0744
H -0.959 -3.958 -2.521 0.0748
H -0.366 -2.270 -2.252 0.0631
H -2.799 -2.333 -2.883 0.1044
H -2.283 -2.987 -4.514 0.1126
H -1.428 -1.108 -4.934 0.0807
C -2.794 -2.872 0.738 -0.0913
C -3.236 -3.577 2.012 -0.3169
O -3.995 -4.764 1.797 -0.0764
H -3.555 -2.700 -0.022 0.0710
H -1.926 -3.341 0.276 0.0676
H -2.501 -1.880 1.098 0.0622
H -3.812 -2.864 2.604 0.1034
H -2.341 -3.843 2.576 0.1129
H -3.656 -5.504 2.301 0.0760
C 2.397 1.818 -3.257 -0.0935
C 3.230 2.473 -2.193 -0.2931
O 4.416 2.949 -2.889 -0.0978
H 2.820 0.927 -3.718 0.0812
H 1.999 2.519 -3.991 0.0790
H 1.475 1.385 -2.840 0.0570
H 3.602 1.703 -1.514 0.0962
H 2.783 3.323 -1.680 0.1126
H 4.537 3.887 -2.730 0.0688
O -4.466 1.595 -0.368 -0.0371
H -5.264 2.014 -0.029 0.0649
H -4.326 0.831 0.206 0.0575
O 4.803 1.689 0.944 -0.0420
H 5.360 2.097 1.619 0.0633
H 4.201 2.389 0.666 0.0394
O -0.359 3.132 2.466 -0.0548
H -0.783 2.518 1.837 0.0276
H 0.416 3.456 2.000 0.0562
O -2.658 1.711 -2.437 -0.0702
H -2.597 0.832 -2.836 0.0117
H -3.168 1.574 -1.612 -0.0203
O 0.450 1.557 4.511 -0.0697
H -0.115 1.556 5.291 0.0532
H -0.043 2.056 3.841 -0.0052
O 2.997 0.368 4.817 -0.0707
H 2.095 0.526 4.483 0.0023
H 3.125 1.058 5.473 0.0406
O 3.695 -0.681 2.165 -0.0841
H 3.254 -0.407 2.979 -0.0107
H 4.028 0.150 1.791 -0.0122
```

lowest unoccupied orbital energy	0.1267	eV
structure (SMILES)	CCO.CCO.CCO.CCO.O.O.O.O.O.O.O
net charge	0



Energy list, top to bottom, in eV: -32357.464, -31433.862